# C4H20Cu2NO6

A molecular structure, C4H20Cu2NO6 at a distorted geometry (ωB97M-V with the def2-TZVPD basis set, the Open Molecules 2025 dataset).

Last column: Löwdin charge in e.
Element x y z (Å)
Cu  -3.6307  0.0748  -1.1557  0.801
Cu  -2.2004  -1.7715  -0.0671  0.668
O  -1.9711  -0.3242  -1.1162  -0.348
H  -1.1311  -0.1728  -0.6408  0.081
C  1.5362  1.5377  -0.2358  -0.017
C  0.8334  0.4504  0.5524  -0.388
C  1.8540  -0.4500  1.2444  -0.181
O  1.2246  -1.5193  1.8850  -0.191
C  2.0706  -2.4800  2.4344  -0.102
N  -0.0813  1.0294  1.4711  0.094
H  2.2407  1.0017  -0.8719  0.099
H  2.2441  2.0607  0.4071  0.100
H  0.9702  2.2083  -0.8823  0.047
H  0.1928  -0.1891  -0.0549  0.121
H  2.2486  0.1998  2.0255  0.137
H  2.6542  -0.8186  0.6026  0.143
H  2.6370  -3.0168  1.6734  0.093
H  1.4771  -3.2891  2.8601  0.093
H  2.7406  -2.0368  3.1711  0.100
H  0.5538  1.2039  2.2369  0.147
H  -0.7119  0.3322  1.8404  0.128
O  -1.5059  0.8274  -2.7488  0.133
H  -2.3732  1.2284  -2.6908  0.105
H  -1.5264  0.1172  -2.1074  -0.131
O  -1.5295  1.6042  -0.0333  0.009
H  -0.8349  1.3816  0.5865  -0.149
H  -1.7409  0.7761  -0.4644  -0.113
O  -1.2098  -2.1697  -1.5906  0.005
H  -1.9000  -2.3520  -2.2282  0.097
H  -1.2154  -1.2171  -1.4965  -0.121
O  -0.3554  2.1578  -1.6695  -0.093
H  -0.7128  2.1204  -0.7823  -0.136
H  -0.8473  1.4952  -2.1545  -0.233

Force components x, y, z for each atom (eV/Å):
Cu -4.71 1.38 0.21
Cu -2.09 -3.44 4.82
O -0.64 -0.62 4.37
H 1.17 0.08 0.86
C 2.63 -0.85 0.61
C 1.53 -0.69 -1.10
C -0.10 0.11 0.32
O -1.64 -0.10 -0.40
C 0.41 -0.87 0.04
N 3.04 -1.55 4.90
H -0.03 -0.03 -0.51
H -0.17 0.17 0.60
H 0.32 -0.30 0.51
H 0.39 -0.69 -0.94
H 0.77 0.16 0.07
H 0.01 0.25 -0.24
H 0.43 0.35 -0.31
H -0.23 0.42 0.41
H 0.07 -0.13 0.12
H -0.42 1.12 0.76
H -0.02 -0.41 0.52
O -3.74 -2.42 -8.81
H -0.11 0.60 -0.63
H 0.30 0.61 -2.83
O -7.98 0.34 1.88
H 0.25 1.69 1.97
H -0.84 3.93 1.13
O 2.85 -6.01 -2.05
H 0.17 -0.45 -0.82
H 1.51 -1.58 -2.59
O 4.81 5.20 -1.91
H 0.40 1.61 -1.09
H 1.68 2.12 0.13

HOMO energy, eV: -11.05
Net charge: +1
Orbital gap, eV: 4.676
E_LUMO, eV: -6.371
Spin multiplicity: 1